Record 1
Molecular formula: H30O15
Method: DFT, ωB97M-V with the def2-TZVPD basis set

Last column: Löwdin charge in e.
Cartesian coordinates (Å):
1 H 0.843 0.002 0.533  0.082
2 H -0.234 -1.080 0.130  -0.021
3 H -0.802 -1.064 -3.693  0.100
4 H -0.251 0.281 -3.365  0.003
5 H 0.855 -1.887 1.964  0.101
6 H 1.232 -0.808 3.104  0.028
7 H -4.134 -1.658 -0.769  0.043
8 H -5.443 -1.966 0.191  0.047
9 H -3.451 1.609 0.641  0.004
10 H -3.698 1.035 2.102  0.091
11 H 3.578 -2.232 0.680  0.021
12 H 2.316 -2.957 1.366  0.105
13 H 3.534 -2.489 -1.742  -0.016
14 H 3.177 -2.342 -3.198  0.075
15 H 1.541 -0.570 -2.010  -0.018
16 H 1.701 0.192 -3.309  0.059
17 H 2.301 0.834 0.055  -0.019
18 H 3.617 0.441 0.819  0.074
19 H 1.023 3.747 -0.657  0.032
20 H 0.345 4.875 -1.163  -0.020
21 H 0.492 1.167 2.579  -0.002
22 H -0.078 0.359 3.853  0.068
23 H -2.428 2.380 -1.558  0.017
24 H -1.431 2.602 -2.727  0.026
25 H -2.120 -0.591 -0.352  0.040
26 H -1.676 0.895 -0.372  0.048
27 H -2.168 -3.485 1.040  0.044
28 H -0.755 -3.972 1.167  -0.036
29 H 0.119 3.540 2.478  0.052
30 H 1.547 3.720 2.943  0.083
31 O 0.684 -0.950 0.203  -0.131
32 O -0.321 -0.550 -2.961  -0.090
33 O 0.868 -0.887 2.239  -0.157
34 O -4.936 -2.236 -0.601  -0.089
35 O -3.803 0.868 1.114  -0.061
36 O 2.881 -2.091 1.310  -0.086
37 O 3.254 -3.021 -2.456  -0.058
38 O 1.491 0.275 -2.370  -0.070
39 O 3.257 0.893 -0.013  -0.074
40 O 0.730 4.127 -1.496  -0.015
41 O 0.457 1.130 3.530  -0.107
42 O -2.149 3.019 -2.248  -0.049
43 O -1.358 -0.024 -0.434  -0.031
44 O -1.605 -4.276 1.113  -0.010
45 O 1.000 3.146 2.340  -0.083

Properties
Highest occupied orbital energy   -9.55 eV


Record 2
Molecular formula: H30O15
Method: DFT, ωB97M-V with the def2-TZVPD basis set

Last column: Löwdin charge in e.
Cartesian coordinates (Å):
1 O 2.814 -0.841 -2.138  -0.048
2 H 2.178 -0.545 -2.803  0.002
3 H 2.643 -0.399 -1.316  -0.020
4 O 0.458 1.336 -2.082  -0.072
5 H 0.323 0.445 -2.451  -0.026
6 H 1.266 1.653 -2.543  0.077
7 O 2.972 3.071 0.198  -0.045
8 H 3.624 3.002 0.883  0.027
9 H 2.209 2.571 0.415  -0.049
10 O 0.962 -0.494 3.014  -0.057
11 H 0.807 0.040 2.253  -0.055
12 H 0.305 -1.214 3.017  0.002
13 O 0.805 2.263 1.603  -0.043
14 H 1.017 2.719 2.404  0.075
15 H -0.070 2.460 1.271  -0.008
16 O -1.184 -2.065 2.513  -0.049
17 H -1.621 -2.793 2.984  0.086
18 H -1.690 -1.841 1.711  0.061
19 O -2.474 0.916 -1.263  -0.064
20 H -2.450 0.981 -2.231  0.061
21 H -1.811 1.586 -0.987  0.016
22 O -1.758 1.078 2.308  -0.051
23 H -1.160 0.543 1.803  -0.042
24 H -1.568 0.645 3.153  0.048
25 O -0.126 -1.085 -2.946  -0.007
26 H 0.107 -1.498 -3.750  0.062
27 H -0.129 -1.843 -2.373  0.039
28 O -1.060 3.102 -0.077  -0.037
29 H -0.469 3.839 -0.215  0.075
30 H -1.633 3.415 0.654  0.095
31 O 1.180 -3.059 1.273  -0.036
32 H 0.388 -2.558 1.088  -0.036
33 H 0.896 -3.969 1.279  0.029
34 O -3.297 -1.287 -2.399  -0.054
35 H -2.841 -0.704 -1.797  -0.036
36 H -2.847 -1.338 -3.248  0.041
37 O -1.100 -2.658 -0.693  -0.040
38 H -1.911 -2.526 -1.196  0.032
39 H -1.343 -3.436 -0.171  0.071
40 O -0.035 -0.143 0.286  -0.036
41 H 0.309 0.684 -0.031  0.012
42 H -0.577 -0.576 -0.352  0.005
43 O 2.840 0.058 0.675  -0.035
44 H 2.073 -0.361 1.025  -0.021
45 H 2.985 0.837 1.258  0.051

Properties
Highest occupied orbital energy   -10.35 eV


Record 3
Molecular formula: H30O15
Method: DFT, ωB97M-V with the def2-TZVPD basis set

Last column: Löwdin charge in e.
Cartesian coordinates (Å):
1 H 0.453 -0.142 -0.058  0.064
2 H -1.069 0.173 0.345  0.032
3 H -2.853 0.276 -2.343  0.057
4 H -2.966 0.183 -0.839  0.025
5 H 1.421 -3.386 -3.621  0.077
6 H 2.309 -2.942 -2.518  0.014
7 H 0.873 4.584 -0.934  0.022
8 H 1.128 3.282 -1.627  0.009
9 H 3.326 1.259 2.056  0.028
10 H 1.941 1.781 1.376  0.072
11 H -5.245 1.200 -0.737  0.029
12 H -5.417 2.715 -0.669  0.010
13 H 1.387 -0.106 -3.488  -0.028
14 H 1.685 -0.850 -4.676  0.041
15 H 0.565 4.309 1.320  0.065
16 H 1.211 3.347 2.285  0.030
17 H -4.248 -2.578 1.094  0.089
18 H -4.378 -2.771 -0.507  0.032
19 H -0.278 -1.611 3.686  0.019
20 H -0.691 -2.144 5.038  0.011
21 H -0.258 -3.066 -0.173  0.035
22 H -1.312 -2.678 0.824  0.033
23 H -3.082 2.287 -1.128  0.035
24 H -1.597 2.403 -0.872  -0.032
25 H 4.639 0.471 1.215  0.075
26 H 3.770 1.047 -0.019  0.023
27 H 1.539 -1.301 1.647  -0.014
28 H 1.103 -0.297 2.824  0.111
29 H 1.793 -3.358 0.023  -0.021
30 H 2.978 -2.562 0.454  0.061
31 O -0.456 0.206 -0.415  -0.122
32 O -3.487 -0.019 -1.656  -0.093
33 O 2.255 -2.843 -3.472  -0.072
34 O 1.363 4.200 -1.677  -0.043
35 O 2.832 2.058 1.788  -0.125
36 O -5.183 1.975 -0.160  -0.034
37 O 2.117 -0.381 -3.951  -0.034
38 O 1.422 3.854 1.503  -0.084
39 O -3.865 -3.048 0.269  -0.099
40 O -0.437 -1.353 4.612  -0.044
41 O -0.356 -2.711 0.707  -0.048
42 O -2.364 2.143 -0.507  -0.024
43 O 4.143 0.262 0.364  -0.079
44 O 0.940 -0.616 1.860  -0.079
45 O 2.347 -3.251 0.758  -0.028

Properties
Highest occupied orbital energy   -10.62 eV


Record 4
Molecular formula: H30O15
Method: DFT, ωB97M-V with the def2-TZVPD basis set

Last column: Löwdin charge in e.
Cartesian coordinates (Å):
1 O -1.079 3.723 2.906  -0.045
2 H -0.269 4.060 3.283  0.031
3 H -1.444 4.257 2.201  0.027
4 O 2.938 -1.383 0.014  -0.069
5 H 2.939 -2.367 -0.024  0.003
6 H 2.441 -0.969 0.719  0.025
7 O -3.336 -0.497 2.241  -0.072
8 H -3.871 -1.110 1.716  0.007
9 H -2.498 -0.849 1.949  -0.005
10 O -2.456 1.278 0.605  -0.063
11 H -3.334 1.605 0.440  0.031
12 H -1.714 1.716 0.182  -0.030
13 O 0.969 -0.491 -2.652  -0.067
14 H 1.622 -0.399 -1.946  -0.013
15 H 1.576 -0.600 -3.390  0.019
16 O 2.342 -3.963 -0.219  -0.065
17 H 2.305 -4.022 -1.191  0.072
18 H 1.363 -3.900 -0.172  0.030
19 O -2.932 1.702 -2.214  -0.048
20 H -1.969 1.775 -2.223  0.014
21 H -3.340 2.561 -2.297  0.032
22 O 0.637 0.393 2.672  -0.046
23 H 0.151 1.044 3.175  0.025
24 H 0.450 -0.502 2.948  0.025
25 O 1.728 3.969 -1.616  -0.042
26 H 1.122 3.627 -2.276  0.041
27 H 1.427 4.697 -1.079  0.038
28 O -1.791 -3.066 2.352  -0.057
29 H -1.308 -3.237 3.160  0.056
30 H -2.722 -2.864 2.447  0.022
31 O 4.150 1.554 -0.791  -0.041
32 H 3.855 2.337 -1.262  0.034
33 H 3.444 1.023 -0.415  0.012
34 O -3.445 -2.584 0.381  -0.037
35 H -4.152 -3.221 0.293  0.072
36 H -3.465 -1.784 -0.148  0.073
37 O -0.244 2.001 -0.891  -0.056
38 H -0.659 2.800 -0.528  0.050
39 H 0.586 2.150 -0.417  0.057
40 O -0.478 -3.173 -0.300  -0.054
41 H -1.186 -3.202 0.358  -0.001
42 H -0.138 -2.273 -0.290  0.042
43 O 3.845 -0.551 -2.979  -0.054
44 H 3.745 0.034 -2.229  -0.020
45 H 4.200 -1.303 -2.490  0.046

Properties
Highest occupied orbital energy   -10.37 eV